# 1
ORCA calculation (the ωB97M-V functional and the def2-TZVPD basis) on the ion C5H10NS with charge +1 at a distorted geometry.

Last column: Löwdin charge in e.
Positions of all 17 atoms, in Å:
C: 1.107830 -0.827452 0.539572  -0.06
C: -0.328772 1.600161 -0.132410  -0.06
C: -1.631758 -0.450934 -0.798096  -0.06
C: -0.082426 -0.534717 1.210118  -0.10
C: -1.045170 0.348354 0.357354  -0.40
N: 2.118419 -0.918065 -0.011724  -0.06
S: 3.595103 -1.615130 -1.066878  0.88
H: 0.175966 2.116356 0.683046  0.09
H: 0.399415 1.353221 -0.900190  0.08
H: -1.051662 2.285925 -0.571722  0.10
H: -2.190358 -1.314908 -0.444518  0.09
H: -2.319670 0.180303 -1.356068  0.09
H: -0.852614 -0.787971 -1.479059  0.08
H: 0.170385 -0.013084 2.141491  0.16
H: -0.571527 -1.481053 1.471574  0.16
H: -1.854300 0.641045 1.034435  0.15
H: 4.361140 -0.582049 -0.676926  -0.12

Atomic forces in eV per Å
C 2.525 -0.010 -1.283
C -0.248 0.009 0.166
C -0.114 0.123 0.226
C -1.828 0.281 0.888
C 0.057 0.008 -0.147
N 1.412 -1.394 -1.268
S -2.493 1.181 1.772
H 0.034 0.099 0.018
H 0.154 0.006 -0.144
H 0.053 0.023 -0.015
H -0.020 -0.101 -0.002
H -0.003 -0.012 -0.105
H 0.089 -0.051 -0.145
H 0.113 -0.146 -0.060
H 0.092 0.063 0.063
H 0.169 -0.111 0.024
H 0.009 0.032 0.013

Calculated values
**LUMO**: -5.972 eV
**Highest occupied orbital energy**: -15.29 eV
**Total charge**: +1
**Relative energy (zero: lowest compared OMol25 entry of this formula, charge and spin)**: 59.9 kcal/mol

# 2
ORCA calculation (the ωB97M-V functional and the def2-TZVPD basis) on a structure of composition C21H18Cl2MnN5S2.

Last column: Löwdin charge in e.
Positions of all 49 atoms, in Å:
Mn: -0.259073 -0.556256 0.333605  0.84
N: -4.398113 -1.713419 0.226517  0.10
C: -3.183850 -1.147702 0.190137  -0.80
S: -1.803854 -2.258781 0.321590  0.62
N: -3.100946 0.138020 0.049910  0.03
N: -1.811559 0.590158 0.034899  -0.09
C: -1.571404 1.846304 -0.232956  -0.13
C: -2.623816 2.833883 -0.528555  -0.18
C: -3.606088 3.110938 0.419601  -0.03
C: -4.571163 4.066235 0.153524  -0.06
C: -4.575282 4.733188 -1.064676  -0.07
C: -3.608063 4.447652 -2.016741  -0.06
C: -2.626779 3.505965 -1.748419  -0.03
C: -0.146259 2.156487 -0.244037  -0.24
C: 0.421459 3.308584 -0.645951  0.01
C: 1.867304 3.335180 -0.815549  -0.05
C: 2.638289 2.311939 -0.441064  -0.03
C: 2.058181 1.135764 0.290958  -0.32
N: 0.611171 1.056180 0.119773  -0.09
H: -4.494488 -2.708977 0.297815  0.09
H: -5.214947 -1.142826 0.088696  0.12
H: -3.607756 2.578814 1.361488  0.12
H: -5.326870 4.288106 0.895109  0.11
H: -5.334823 5.475036 -1.273017  0.11
H: -3.615800 4.958150 -2.970465  0.11
H: -1.875942 3.274419 -2.493501  0.12
H: -0.187381 4.163742 -0.897074  0.12
H: 2.316639 4.200762 -1.284451  0.11
H: 3.712457 2.337590 -0.585510  0.11
H: 2.313538 1.204881 1.359067  0.15
S: 4.243218 -0.679391 0.307155  1.11
C: 2.542971 -0.249886 -0.188175  -0.50
N: 1.641884 -1.247143 0.373013  -0.04
C: 2.263481 -2.204427 1.055516  -0.33
C: 1.623525 -3.301567 1.691846  -0.02
C: 2.390003 -4.198965 2.373679  -0.04
C: 3.796160 -4.052355 2.456162  -0.04
C: 4.444231 -2.998626 1.850549  -0.08
C: 3.682729 -2.072893 1.145003  -0.48
H: 2.490663 -0.285223 -1.280934  0.14
H: 0.548750 -3.398239 1.616866  0.08
H: 1.920753 -5.040740 2.865375  0.12
H: 4.371609 -4.782804 3.008532  0.12
H: 5.517972 -2.888753 1.916246  0.12
Cl: 3.608646 -4.246945 -1.495241  0.57
C: 2.000317 -4.976808 -1.614147  -0.97
Cl: 0.725035 -3.756564 -1.762756  0.52
H: 1.814520 -5.553947 -0.716998  0.02
H: 1.978746 -5.594750 -2.502420  0.03

Atomic forces in eV per Å
Mn -0.014 -0.545 -0.150
N -0.019 -0.099 -0.001
C 0.122 -0.136 0.026
S 0.026 0.221 0.072
N -0.097 0.055 -0.007
N -0.154 0.299 0.025
C -0.028 -0.082 -0.036
C 0.011 0.055 0.018
C 0.001 -0.022 0.018
C -0.009 -0.002 0.007
C 0.024 0.000 -0.023
C -0.023 0.022 -0.004
C 0.043 -0.039 -0.007
C 0.131 -0.116 0.057
C 0.040 0.107 -0.019
C -0.039 0.050 -0.026
C -0.003 -0.068 0.048
C -0.190 -0.039 -0.033
N 0.148 0.235 -0.091
H -0.019 -0.002 -0.004
H 0.016 0.021 -0.002
H -0.009 0.006 -0.002
H 0.010 -0.003 0.002
H 0.001 -0.008 0.005
H 0.000 -0.004 0.005
H -0.009 0.010 0.000
H 0.034 -0.001 -0.002
H -0.019 -0.004 0.003
H -0.017 0.015 -0.017
H 0.021 -0.005 0.031
S -0.095 -0.060 0.022
C 0.112 0.011 0.047
N 0.108 0.055 0.157
C -0.166 -0.012 -0.008
C 0.010 0.121 -0.081
C -0.019 -0.049 0.005
C 0.085 0.026 -0.007
C -0.009 -0.004 0.009
C 0.087 0.098 -0.015
H -0.020 -0.005 -0.016
H -0.022 -0.049 0.034
H 0.004 0.007 0.000
H -0.015 0.001 -0.004
H -0.007 -0.024 0.011
Cl -0.028 -0.001 0.025
C 0.035 0.042 -0.079
Cl -0.036 -0.047 -0.002
H 0.014 -0.001 0.015
H -0.016 -0.026 -0.004

Calculated values
**LUMO (spin up / spin down)**: -3.597 / -5.313 eV
**Highest occupied orbital energy (spin up / spin down)**: -10.54 / -10.67 eV
**Total charge**: +1
**Multiplicity**: 6
**Relative energy (zero: lowest compared OMol25 entry of this formula, charge and spin)**: 0.0 kcal/mol

So what do the calculations give for E? Going down the list: -17663.727; -107549.503 eV.